# C26H70O28P6

A cluster of 8 separate species, C26H70O28P6 in total in a non-equilibrium geometry (ωB97M-V/def2-TZVPD, the Open Molecules 2025 dataset).

XYZ file:
```
130
Properties=species:S:1:pos:R:3:forces:R:3
C 5.8058 -0.1614 2.1917 -0.12 0.37 0.18
O 5.5989 -0.9190 0.9805 0.15 -1.15 -0.40
P 5.8494 -2.5316 0.9060 -0.57 0.28 0.25
O 6.9981 -3.0860 1.6471 -1.28 0.61 -0.64
O 4.4114 -3.0953 1.4084 1.28 -1.21 0.90
C 3.2153 -2.6652 0.8406 0.25 1.84 -0.05
O 5.7188 -2.8980 -0.6576 0.93 0.91 0.11
C 5.6903 -4.3277 -0.9236 -0.32 -0.16 0.98
H 6.6714 0.4913 2.0785 0.42 -0.67 0.17
H 5.7689 -0.7725 3.0935 0.69 -0.24 -0.19
H 5.0250 0.5770 2.3738 -0.60 -0.24 -0.76
H 3.2637 -2.6403 -0.2480 -0.29 -0.57 -0.11
H 3.1858 -1.6121 1.1200 -0.74 0.38 -0.04
H 2.3494 -3.1671 1.2723 0.28 -0.38 -0.20
H 6.3863 -4.8193 -0.2439 -0.15 -0.12 0.08
H 5.9627 -4.6545 -1.9272 -0.06 0.97 -0.14
H 4.6591 -4.5971 -0.6952 0.15 -0.61 -0.15
C 4.3183 5.4895 -0.2627 1.06 -1.12 -1.73
O 3.6491 5.0504 0.8912 -0.58 -0.25 2.10
P 3.9967 3.6076 1.4395 0.04 -0.93 1.24
O 4.0011 2.5388 0.4248 0.63 0.37 0.39
O 2.8304 3.2948 2.5292 0.35 2.16 -0.79
C 2.5551 2.0627 3.1711 0.84 -0.04 -0.63
O 5.3879 3.7990 2.3079 -1.31 -0.28 -0.91
C 5.3681 4.7573 3.3582 -1.69 1.46 1.55
H 3.7727 5.0149 -1.0783 -0.15 0.94 -0.48
H 5.2968 5.0240 -0.3801 0.30 -0.08 0.45
H 4.5232 6.5583 -0.3238 -0.86 -0.06 0.29
H 3.0956 2.0623 4.1177 -0.20 -0.38 0.02
H 2.8916 1.2850 2.4855 0.10 -0.41 0.42
H 1.4796 1.9557 3.3119 0.02 0.27 0.18
H 5.2279 4.3804 4.3714 1.06 -1.16 -0.09
H 4.4452 5.3329 3.4295 -0.45 0.21 -1.11
H 6.1040 5.5610 3.3817 0.67 -0.76 -0.67
C -4.3261 -8.5774 1.9164 1.35 -0.23 -0.71
O -3.4736 -7.3782 2.0699 -0.39 -0.25 0.82
P -2.0186 -7.4957 2.7327 0.23 0.52 -1.39
O -1.0364 -8.2386 1.9193 -0.70 0.15 1.28
O -2.2701 -7.9575 4.2308 1.71 -0.08 -0.68
C -3.2381 -7.3460 5.0302 -1.96 -0.25 1.14
O -1.6367 -5.9225 2.8586 -0.86 -0.72 -0.50
C -0.3234 -5.5059 3.1405 0.73 0.48 1.31
H -3.9987 -9.0189 0.9751 -0.34 0.04 -0.14
H -5.3918 -8.3517 1.8800 0.36 0.52 0.18
H -4.1191 -9.3579 2.6486 -0.01 0.38 0.44
H -3.9814 -8.1347 5.1466 -0.70 0.48 -0.19
H -3.6480 -6.4017 4.6719 -0.04 -0.27 -0.61
H -3.0095 -7.1268 6.0732 1.31 -0.21 -0.13
H 0.0998 -4.8231 2.4037 -0.28 -0.30 -0.50
H 0.4110 -6.2803 3.3618 -0.26 -0.42 -0.50
H -0.3623 -4.9374 4.0697 -0.12 0.18 0.12
C -3.2354 -3.1237 -4.8054 -2.23 0.52 -1.02
O -2.2108 -2.6360 -3.9637 0.52 -0.50 0.10
P -1.0625 -3.6580 -3.5214 -0.10 -1.15 -2.03
O -0.1925 -4.1524 -4.6460 -1.08 1.10 2.41
O -0.4003 -2.8070 -2.3136 -0.30 -1.31 -0.44
C 0.7801 -2.1333 -2.6990 1.81 0.77 -0.60
O -1.9637 -4.8114 -2.8687 0.39 0.76 0.24
C -1.4121 -5.8499 -2.0585 0.43 -0.11 0.68
H -4.1994 -3.1729 -4.2992 0.27 -0.54 0.88
H -3.1161 -4.0493 -5.3685 0.79 -0.09 0.46
H -3.5520 -2.3882 -5.5449 0.98 0.44 -0.27
H 0.5526 -1.1018 -2.9680 0.04 -0.14 -0.18
H 1.3317 -2.6313 -3.4964 -0.71 0.03 -0.62
H 1.6006 -2.1374 -1.9814 -0.69 0.01 1.07
H -0.4302 -5.5593 -1.6852 0.17 -0.11 -0.16
H -1.3424 -6.8097 -2.5704 -0.04 0.28 -0.29
H -2.0284 -5.9819 -1.1692 -0.26 0.09 -0.18
C 3.2856 2.9587 -6.0868 0.86 -0.49 -0.39
O 1.9573 3.2380 -5.6544 -1.51 -1.03 0.28
P 0.8404 2.0669 -5.3127 1.90 0.85 1.44
O 1.4360 0.7509 -4.8661 -1.60 2.58 -0.32
O -0.1020 2.8791 -4.2304 0.89 -1.23 -0.39
C -0.7281 4.1542 -4.4821 0.91 0.26 -0.43
O -0.0626 2.0374 -6.5903 -0.45 0.07 -0.07
C -1.2718 1.2172 -6.5895 0.45 0.34 -0.50
H 3.3271 2.0884 -6.7418 -0.07 -0.16 0.24
H 3.9858 2.8464 -5.2591 -0.38 -0.38 0.30
H 3.7397 3.7648 -6.6631 -0.82 0.44 -0.07
H -0.2117 4.9393 -3.9297 0.03 -0.24 0.44
H -1.7768 4.1316 -4.1860 0.11 -0.25 -0.18
H -0.5666 4.4664 -5.5139 -0.50 -0.30 -0.20
H -1.2010 0.4501 -5.8183 0.10 -0.36 -0.48
H -1.2956 0.9055 -7.6338 -0.28 -0.71 0.40
H -2.1837 1.7827 -6.3983 0.33 0.50 0.10
C -5.2733 4.2446 4.8753 -3.05 1.17 -1.01
O -4.0392 4.3574 5.4666 1.92 -0.16 0.78
P -2.7959 5.0511 4.8215 2.72 1.94 -1.40
O -1.5388 5.2674 5.6378 -2.93 -1.01 -1.63
O -2.5551 4.1575 3.4155 0.95 1.12 1.65
C -1.2837 3.5072 3.1555 -0.34 -0.66 -0.25
O -3.4272 6.4593 4.2375 -1.11 -3.58 1.40
C -2.7788 7.4088 3.4835 1.77 1.33 0.00
H -5.5639 5.1872 4.4115 0.20 0.26 -0.06
H -6.0464 4.1191 5.6333 0.36 -0.41 0.23
H -5.4492 3.5232 4.0774 0.86 -0.57 0.26
H -1.5147 2.4436 3.2135 0.16 -0.08 -0.19
H -0.4033 3.6598 3.7797 -0.64 0.72 0.81
H -0.9118 3.7555 2.1615 -0.51 0.12 -0.23
H -1.7107 7.1980 3.4313 0.16 -0.03 -0.12
H -2.8669 8.3331 4.0544 -0.04 0.25 -0.37
H -3.1400 7.5488 2.4647 -0.44 -0.32 0.14
O -0.9296 0.3473 2.0105 0.14 -0.28 0.13
C -0.4188 -0.5943 1.3764 2.29 -0.06 -2.98
O 0.5918 -0.4555 0.5157 -2.18 -1.59 2.70
C 1.2838 0.7935 0.2946 1.86 0.57 0.57
C 0.9651 1.2485 -1.0335 -1.92 2.22 -1.48
C -1.0416 -1.9881 1.4359 -0.14 1.25 1.04
H 2.3670 0.7100 0.3829 -0.01 -0.95 0.52
H 0.9773 1.5547 1.0121 -0.21 -0.20 0.15
H 1.4529 2.2194 -1.1201 0.04 0.17 -0.12
H -0.0962 1.4617 -0.9065 -0.43 0.38 -0.92
H 1.0858 0.7793 -2.0099 0.55 -0.82 0.60
H -1.6183 -2.0805 0.5156 0.27 -0.30 -0.19
H -1.7151 -2.0098 2.2927 -0.07 -0.23 -0.07
H -0.2056 -2.6675 1.6019 -0.12 -0.13 -0.40
O -5.4677 1.3135 -2.3802 1.13 1.61 0.73
C -4.3058 1.5931 -2.6766 -3.88 -4.26 -1.25
O -3.4799 2.3599 -2.0857 2.10 1.50 0.46
C -3.8184 3.1872 -0.9833 -1.34 0.25 -0.07
C -3.3806 2.5972 0.2878 1.43 -0.01 1.23
C -3.7432 0.8017 -3.8246 0.74 0.84 -0.72
H -4.8967 3.3088 -0.8804 -0.04 0.43 -0.85
H -3.2418 4.0966 -1.1526 -0.60 0.22 -0.06
H -2.3011 2.7476 0.2824 0.35 -0.70 0.43
H -3.6644 1.5605 0.4691 -0.04 0.04 -0.25
H -3.7249 3.2031 1.1258 -0.20 0.01 0.00
H -3.7859 1.4715 -4.6835 0.41 0.21 -0.17
H -4.3571 -0.0337 -4.1613 0.01 -0.02 0.79
H -2.7039 0.5367 -3.6303 -0.01 -0.14 -0.23
```
Forces are in eV/Å.

Computed properties:
E_tot = -141160.04000 eV
Net charge = +1
2S+1 = 2
Kohn-Sham gap (alpha / beta) = 7.964 / 2.856 eV
LUMO (alpha / beta) = -0.149 / -0.337 Ha